A structure of composition C5H5NO at a distorted geometry. Source: the OMol25 dataset; level of theory: wB97M-V/def2-TZVPD.

Summary:
ΔE to the lowest compared entry with this formula, charge and spin: 6.5484 eV
HOMO-LUMO gap: 10.428 eV
Maximum force: 6.67 eV/A
DFT total energy: -323.27904 Eh

Geometry (Å):
1 C -2.360 -0.755 -1.084
2 C -1.285 -0.437 -0.607
3 C 0.003 -0.353 0.065
4 C 0.227 0.788 1.050
5 C 1.424 -0.336 -0.603
6 H -3.149 -0.670 -1.637
7 H -0.095 -1.402 0.614
8 H -0.681 1.463 1.684
9 H 1.200 0.250 1.793
10 H 2.040 -1.074 -1.082
11 N 1.866 0.890 -0.412
12 O 0.809 1.636 0.221

=====

An isolated molecule of C5H5NO at a distorted geometry. Source: the OMol25 dataset; level of theory: wB97M-V/def2-TZVPD.

Summary:
ΔE to the lowest compared entry with this formula, charge and spin: 3.5589 eV
HOMO-LUMO gap: 9.053 eV
Maximum force: 1.88 eV/A
DFT total energy: -323.38890 Eh
SMILES string: C=C1CN1C=C=O

Geometry (Å):
1 C -1.136 0.860 0.514
2 C 2.019 0.099 0.037
3 C -0.698 -0.402 -0.056
4 C 1.220 1.038 -0.406
5 C -0.883 -1.685 -0.275
6 N -0.154 0.775 -0.586
7 O 2.843 -0.706 0.240
8 H -2.076 1.315 0.225
9 H -0.795 1.117 1.513
10 H 1.544 2.062 -0.516
11 H -1.633 -2.239 0.263
12 H -0.250 -2.233 -0.952

=====

A structure of composition C5H5NO at a distorted geometry. Source: the OMol25 dataset; level of theory: wB97M-V/def2-TZVPD.

Summary:
ΔE to the lowest compared entry with this formula, charge and spin: 4.9257 eV
HOMO-LUMO gap (alpha / beta): 8.470 / 8.469 eV
Maximum force: 1.82 eV/A
DFT total energy: -323.33867 Eh

Geometry (Å):
1 O 1.598 1.928 0.556
2 C 0.827 0.996 0.398
3 C 1.359 -0.386 0.343
4 C 1.888 -1.482 0.360
5 C -0.615 1.147 0.354
6 C -1.114 -0.225 -1.032
7 N -1.506 0.061 0.221
8 H 2.369 -2.430 0.374
9 H -1.020 2.140 0.579
10 H -0.730 -1.210 -1.320
11 H -1.356 0.469 -1.826
12 H -1.648 -0.651 0.922

=====

An isolated molecule of C5H5NO at a distorted geometry. Source: the OMol25 dataset; level of theory: wB97M-V/def2-TZVPD.

Summary:
ΔE to the lowest compared entry with this formula, charge and spin: 5.5621 eV
HOMO-LUMO gap: 8.441 eV
Maximum force: 9.48 eV/A
DFT total energy: -323.31528 Eh
SMILES string: CN=C=C=CC=O

Geometry (Å):
1 C -2.003 0.965 -0.022
2 C -2.731 -0.315 -0.126
3 C -0.729 0.847 0.144
4 C 0.646 0.766 0.065
5 C 2.608 -0.603 0.222
6 N 2.078 0.718 0.105
7 O -2.787 -1.285 0.594
8 H -2.545 1.886 -0.107
9 H -3.086 -0.347 -1.285
10 H 3.157 -0.659 -0.848
11 H 3.430 -0.606 0.854
12 H 1.962 -1.369 0.404

=====

An isolated molecule of C5H5NO2 at a distorted geometry. Source: the OMol25 dataset; level of theory: wB97M-V/def2-TZVPD.

Summary:
ΔE to the lowest compared entry with this formula, charge and spin: 1.9277 eV
HOMO-LUMO gap: 10.943 eV
Maximum force: 5.16 eV/A
DFT total energy: -398.70763 Eh
SMILES string: N#C[C@@H]1CCOC1=O

Geometry (Å):
1 C 0.768 2.160 0.888
2 C 2.245 0.111 0.339
3 C -0.161 0.312 -0.359
4 C 0.173 -0.778 0.782
5 C 0.985 1.274 -0.214
6 N 0.565 2.823 1.810
7 O 3.384 0.408 0.160
8 O 1.586 -0.942 0.843
9 H -0.269 -0.303 -1.224
10 H -1.146 0.555 -0.037
11 H -0.207 -0.473 1.673
12 H -0.433 -1.639 0.482
13 H 1.364 1.585 -1.088

=====

A cluster of 2 separate species, C5H5NO3 in total at a distorted geometry. Source: the OMol25 dataset; level of theory: wB97M-V/def2-TZVPD.

Summary:
ΔE to the lowest compared entry with this formula, charge and spin: 5.2761 eV
HOMO-LUMO gap: 9.054 eV
Maximum force: 6.40 eV/A
DFT total energy: -473.79480 Eh

Geometry (Å):
1 C 0.860 -0.185 0.263
2 C 1.660 -0.672 1.256
3 C 0.852 0.935 -0.630
4 C -0.698 1.035 -1.158
5 C -1.341 -0.218 -0.768
6 H -2.342 -1.276 0.740
7 H 1.116 -1.187 2.147
8 H 2.694 -0.252 1.433
9 H 1.459 1.098 -1.499
10 H 0.813 1.813 0.206
11 N -0.505 -0.602 0.159
12 O -1.030 -1.746 0.676
13 O -1.187 1.954 -1.766
14 O -2.350 -0.697 -1.060

=====

What is the ΔE to the lowest compared entry with this formula, charge and spin in the fifth record? 1.9277 eV